The following is a DFT calculation (ωB97M-V/def2-TZVPD) of a cluster of 2 separate species, C7H11F3N2O4 in total at a distorted geometry.

Each line ends with the Löwdin charge.
Cartesian coordinates (Å):
C -2.441 0.146 -3.845  -0.054
N -2.017 -0.013 -2.455  0.022
C -0.891 -0.625 -2.071  -0.491
O -0.123 -1.134 -2.881  0.036
C -0.534 -0.665 -0.575  -0.048
N -1.105 0.398 0.271  0.068
C -2.390 0.521 0.603  -0.570
C -2.741 1.628 1.569  0.003
O -3.270 -0.193 0.145  0.036
H -2.503 -0.834 -4.322  0.085
H -3.417 0.630 -3.890  0.083
H -1.710 0.751 -4.385  0.085
H -2.655 0.270 -1.720  0.097
H 0.553 -0.633 -0.496  0.119
H -0.868 -1.628 -0.190  0.133
H -0.458 1.053 0.679  0.140
H -2.268 1.432 2.529  0.083
H -3.823 1.656 1.699  0.086
H -2.399 2.582 1.172  0.083
O 5.859 -1.532 2.195  0.136
C 4.763 -1.091 2.522  -0.355
O 4.110 -1.523 3.642  0.132
C 4.080 -0.006 1.639  -0.473
F 4.836 0.346 0.561  0.151
F 3.848 1.118 2.374  0.140
F 2.878 -0.463 1.185  0.133
H 4.685 -2.192 4.045  0.137

The multiplicity is 1. Its highest occupied orbital energy is -9.36 eV. For the electronic energy, the calculation gives -26761.186 eV. As for the total charge: 0.



The following is a DFT calculation (ωB97M-V/def2-TZVPD) of a structure of composition C23H22Br2N4O10P2S2Ti at a distorted geometry.

Each line ends with the Löwdin charge.
Cartesian coordinates (Å):
Ti 0.856 -0.554 -0.275  1.103
O 1.595 -3.484 -0.283  -0.129
P 2.103 -2.861 -1.680  0.275
O 2.148 -3.853 -2.742  -0.222
O 1.187 -1.599 -1.824  -0.334
O 3.536 -2.249 -1.283  -0.218
P 3.877 -1.254 -0.057  0.287
O 4.584 -2.201 1.005  -0.084
O 4.655 -0.091 -0.459  -0.214
O 2.464 -1.041 0.604  -0.374
H 1.554 -4.445 -0.333  0.100
H 5.539 -2.070 0.998  0.093
N -0.728 0.577 -1.599  -0.021
N -1.740 1.329 -0.978  -0.042
C -1.629 2.674 -0.880  -0.902
N -2.525 3.254 -0.053  0.091
S -0.554 3.569 -1.787  0.676
H -0.156 1.262 -2.109  0.039
H -1.148 -0.033 -2.297  0.127
H -2.210 0.796 -0.257  0.079
H -3.055 2.718 0.613  0.068
H -2.421 4.241 0.102  0.093
Br 4.175 4.694 3.329  0.742
C 3.795 4.190 1.545  -0.671
C 4.421 4.853 0.501  -0.112
C 4.149 4.483 -0.809  -0.049
C 3.267 3.449 -1.074  0.003
C 2.644 2.806 -0.013  -0.138
C 2.898 3.167 1.304  -0.043
C 1.748 1.676 -0.272  -0.570
O 1.811 0.979 -1.325  -0.060
O 0.887 1.269 0.591  -0.112
H 5.118 5.652 0.712  0.103
H 4.638 5.000 -1.623  0.111
H 3.056 3.138 -2.087  0.129
H 2.407 2.650 2.117  0.119
Br -1.701 0.906 2.511  0.834
C -0.531 -0.440 3.172  -0.694
C -0.605 -0.699 4.534  -0.108
C 0.230 -1.673 5.045  -0.051
C 1.087 -2.337 4.178  -0.034
C 1.081 -1.988 2.842  -0.096
N 0.278 -1.041 2.333  0.020
H -1.293 -0.148 5.156  0.098
H 0.211 -1.906 6.101  0.114
H 1.755 -3.112 4.523  0.112
H 1.735 -2.479 2.137  0.096
C -7.330 -8.109 0.857  -0.077
C -6.314 -6.996 0.791  -0.748
O -5.253 -7.028 1.347  0.042
S -6.866 -5.630 -0.229  1.014
C -5.426 -4.603 -0.203  -0.540
C -4.631 -4.503 -1.338  -0.085
C -3.504 -3.701 -1.332  -0.020
C -3.149 -3.000 -0.181  -0.242
C -3.951 -3.107 0.960  -0.019
C -5.085 -3.895 0.945  -0.083
C -1.970 -2.186 -0.141  -0.071
C -0.994 -1.465 -0.056  -0.100
H -7.351 -8.500 1.872  0.087
H -7.000 -8.903 0.186  0.091
H -8.322 -7.784 0.552  0.063
H -4.897 -5.058 -2.228  0.107
H -2.882 -3.629 -2.214  0.120
H -3.674 -2.562 1.853  0.115
H -5.707 -3.973 1.827  0.113

The multiplicity is 1. The calculation puts the energy above the lowest of the compared OMol25 structures with the same formula, charge and spin at 17.3 kcal/mol. Its highest occupied orbital energy is -8.67 eV. For the electronic energy, the calculation gives -254101.956 eV. As for the total charge: 0.



The following is a DFT calculation (ωB97M-V/def2-TZVPD) of a structure of composition C44H52N8OPbTe.

Each line ends with the Mulliken spin population.
Cartesian coordinates (Å):
Pb -1.955 0.838 -1.348  -0.009
C -3.229 4.290 -0.614  0.000
N -3.940 3.190 -1.243  0.002
C -5.141 2.769 -0.546  -0.001
C -4.802 1.851 0.594  0.004
N -3.723 1.117 0.673  0.002
C -3.819 0.433 1.884  0.001
C -2.907 -0.423 2.499  -0.003
C -3.259 -0.947 3.727  0.000
C -4.481 -0.624 4.338  0.000
C -5.380 0.245 3.751  0.000
C -5.016 0.771 2.517  0.000
N -5.621 1.685 1.666  0.000
C -1.807 4.345 -1.078  0.002
N -1.168 3.366 -1.662  0.002
C 0.141 3.813 -1.818  0.001
C 1.264 3.148 -2.303  -0.015
C 2.464 3.831 -2.297  0.001
C 2.551 5.151 -1.827  0.000
C 1.446 5.820 -1.337  0.000
C 0.248 5.118 -1.334  0.001
N -1.021 5.434 -0.877  0.000
H -3.212 4.119 0.467  0.000
H -3.709 5.265 -0.777  0.000
H -4.140 3.396 -2.212  0.000
H -5.775 2.227 -1.251  0.000
H -5.742 3.606 -0.162  0.000
H -1.946 -0.630 2.043  -0.009
H -2.574 -1.611 4.240  0.000
H -4.717 -1.055 5.302  0.000
H -6.310 0.506 4.237  0.000
H -6.496 2.158 1.818  0.000
H 1.200 2.123 -2.647  0.008
H 3.359 3.340 -2.655  0.000
H 3.509 5.653 -1.843  0.000
H 1.520 6.832 -0.961  0.000
H -1.283 6.261 -0.370  0.000
N -2.278 -1.689 -0.653  -0.002
C -2.833 -2.406 -1.816  -0.001
C -1.755 -2.816 -2.813  0.002
C -1.284 -1.744 -3.787  0.001
N -0.507 -0.681 -3.116  -0.005
H -1.491 -2.199 -0.264  0.010
H -2.976 -1.619 0.081  -0.002
H -3.556 -1.742 -2.302  0.000
H -3.386 -3.296 -1.502  0.000
H -2.140 -3.652 -3.402  0.000
H -0.885 -3.209 -2.275  -0.001
H -2.145 -1.284 -4.280  0.001
H -0.682 -2.227 -4.563  0.000
H -0.152 -0.037 -3.817  0.000
H 0.310 -1.116 -2.692  0.007
C 1.891 -6.035 -3.962  -0.001
C 1.927 -4.787 -3.124  0.014
C 2.454 -3.601 -3.616  -0.008
C 2.504 -2.445 -2.842  -0.050
C 3.113 -1.203 -3.447  0.028
C 2.005 -2.465 -1.527  0.099
Te 2.076 -0.606 -0.411  0.417
N -0.204 0.826 0.006  0.504
C 0.539 1.553 0.810  -0.063
O 1.709 1.252 1.175  0.031
C 0.019 2.832 1.429  0.040
C -1.243 2.917 2.000  0.037
C -1.643 4.074 2.656  -0.002
C -0.786 5.164 2.727  -0.001
C 0.480 5.082 2.158  0.000
C 0.887 3.917 1.527  -0.002
C 2.945 -1.487 1.304  0.065
C 4.272 -1.928 1.206  -0.041
C 5.073 -1.845 -0.067  0.033
C 4.884 -2.454 2.339  0.007
C 4.226 -2.536 3.558  0.000
C 4.906 -3.095 4.777  0.000
C 2.914 -2.090 3.622  -0.003
C 2.251 -1.572 2.514  -0.038
C 0.803 -1.199 2.688  0.022
C 1.446 -3.652 -1.026  -0.072
C 0.849 -3.746 0.352  0.022
C 1.426 -4.788 -1.828  -0.012
H 2.311 -5.860 -4.951  0.000
H 0.868 -6.394 -4.086  0.001
H 2.460 -6.836 -3.489  0.001
H 2.850 -3.576 -4.625  0.001
H 3.410 -1.386 -4.479  0.001
H 3.995 -0.882 -2.889  -0.007
H 2.420 -0.358 -3.444  -0.003
H -1.897 2.059 1.960  0.006
H -2.614 4.115 3.137  0.000
H -1.090 6.063 3.250  0.000
H 1.161 5.921 2.228  0.000
H 1.883 3.829 1.113  0.003
H 4.615 -2.427 -0.869  -0.011
H 6.079 -2.230 0.092  0.000
H 5.157 -0.812 -0.412  -0.006
H 5.911 -2.793 2.267  0.001
H 5.949 -3.333 4.574  0.000
H 4.411 -4.007 5.115  0.000
H 4.874 -2.382 5.602  0.000
H 2.378 -2.153 4.565  0.000
H 0.686 -0.505 3.522  0.004
H 0.218 -2.095 2.918  0.002
H 0.382 -0.731 1.800  -0.016
H 0.327 -2.824 0.617  -0.004
H 1.618 -3.893 1.112  0.002
H 0.150 -4.581 0.412  0.001
H 0.997 -5.702 -1.428  0.000

The multiplicity is 2. The expectation value of S² is 0.759. The calculation puts the energy above the lowest of the compared OMol25 structures with the same formula, charge and spin at 0.0 kcal/mol. Its highest occupied orbital energy (spin up / spin down) is -9.03 / -9.76 eV. For the electronic energy, the calculation gives -72978.425 eV. As for the total charge: +1.



The following is a DFT calculation (ωB97M-V/def2-TZVPD) of a cluster of 11 separate species, H21O11 in total at a distorted geometry.

Each line ends with the Löwdin charge.
Cartesian coordinates (Å):
O 1.787 -0.074 1.056  -0.105
H 2.328 0.681 0.777  0.037
H 0.939 0.214 0.610  0.004
O 0.145 1.037 -0.595  -0.159
H -1.690 -0.730 -0.913  -0.007
H -0.211 -1.354 -2.279  -0.002
O -1.397 1.273 4.632  -0.093
H -0.810 0.807 -1.053  0.010
H 1.340 1.666 2.612  0.034
O 1.952 2.229 -3.041  -0.050
H 1.662 1.459 -3.542  0.042
H 0.002 -3.264 0.811  0.028
O -1.635 -0.028 -3.567  -0.139
H 3.374 -1.869 1.564  0.014
H 2.162 2.945 -3.640  0.032
O 0.686 2.229 3.069  -0.058
H 0.531 2.747 2.262  0.063
H 0.965 -1.372 -1.507  0.018
O 0.522 -1.987 -2.123  -0.071
H -2.018 1.101 3.917  0.024
O -2.075 0.147 -1.029  -0.323
H -0.590 1.599 4.193  -0.019
H -3.031 0.380 0.164  -0.034
O -3.672 0.442 0.962  -0.158
H -4.470 0.149 0.505  -0.002
H 0.728 1.110 -1.359  -0.002
O 3.961 -2.264 0.907  -0.074
H -1.935 -0.279 -2.627  -0.006
H 3.647 -1.869 0.089  0.015
O -0.326 -4.132 1.093  -0.066
H -1.675 0.920 -3.392  0.018
H -1.196 -3.911 1.444  0.031

The multiplicity is 1. The calculation puts the energy above the lowest of the compared OMol25 structures with the same formula, charge and spin at 34.4 kcal/mol. Its highest occupied orbital energy is -6.55 eV. For the electronic energy, the calculation gives -22865.441 eV. As for the total charge: -1.



The following is a DFT calculation (ωB97M-V/def2-TZVPD) of the molecule C3H9NOS at a distorted geometry.

Each line ends with the Löwdin charge.
Cartesian coordinates (Å):
N 0.410 0.346 1.502  -0.004
C 0.325 -0.207 0.152  -0.534
C 1.782 -0.462 -0.322  -0.241
O 2.135 -1.824 -0.458  -0.080
C -0.507 0.579 -0.798  -0.528
S -2.162 0.932 -0.076  0.706
H -0.453 -0.070 1.890  0.050
H 0.846 -0.421 2.093  0.102
H -0.081 -1.154 0.302  0.105
H 2.415 0.208 0.413  0.153
H 2.008 -0.055 -1.235  0.073
H 3.122 -2.010 -0.445  0.124
H -0.340 0.105 -1.742  0.076
H 0.099 1.566 -0.923  0.121
H -2.571 -0.369 -0.180  -0.124

The multiplicity is 1. The calculation puts the energy above the lowest of the compared OMol25 structures with the same formula, charge and spin at 53.4 kcal/mol. Its highest occupied orbital energy is -9.29 eV. For the electronic energy, the calculation gives -17627.888 eV. As for the total charge: 0.



The following is a DFT calculation (ωB97M-V/def2-TZVPD) of a structure of composition C21H43GdN2OP3 at a distorted geometry.

Each line ends with the Mulliken spin population.
Cartesian coordinates (Å):
Gd -0.235 0.422 0.250  6.512
P 1.967 0.595 2.135  0.094
P -1.000 2.724 -1.073  0.153
P 2.005 -0.276 -1.352  0.123
H -0.933 -4.268 1.101  0.000
C 0.137 -4.481 1.210  0.000
C 0.850 -4.033 2.259  -0.001
H 0.393 -3.383 3.014  0.000
C 1.416 0.464 3.879  0.002
C 2.874 2.197 2.171  0.002
C 3.342 -0.619 2.202  0.003
C -2.261 2.419 -2.371  0.001
C -1.822 4.075 -0.157  0.004
C 0.258 3.650 -2.032  0.005
C 2.665 -1.958 -1.029  0.005
C 3.524 0.733 -1.564  0.006
C 1.500 -0.467 -3.102  0.003
H 0.578 -5.141 0.452  0.000
H 1.905 -4.293 2.400  0.001
H 0.696 -0.359 3.978  0.000
H 0.936 1.396 4.207  0.000
H 2.286 0.253 4.516  0.001
H 2.219 2.979 2.580  0.000
H 3.159 2.483 1.148  0.001
H 3.779 2.124 2.791  0.002
H 2.935 -1.635 2.108  -0.001
H 3.848 -0.529 3.174  0.002
H 4.072 -0.449 1.399  0.000
H -2.498 3.366 -2.875  0.002
H -3.178 2.015 -1.919  0.000
H -1.896 1.697 -3.115  0.001
H -2.269 4.792 -0.859  0.003
H -1.094 4.596 0.478  0.000
H -2.608 3.665 0.488  -0.001
H -0.229 4.355 -2.721  0.003
H 0.880 2.948 -2.607  0.000
H 0.912 4.205 -1.345  0.000
H 2.984 -2.415 -1.976  0.002
H 1.888 -2.590 -0.577  0.000
H 3.515 -1.922 -0.336  -0.001
H 4.123 0.346 -2.402  0.003
H 4.133 0.733 -0.652  0.000
H 3.240 1.771 -1.787  0.000
H 2.304 -0.973 -3.654  0.002
H 1.313 0.518 -3.547  0.000
H 0.581 -1.063 -3.187  -0.001
C -1.862 -1.670 -2.051  0.008
C -2.793 -1.080 -2.902  0.000
C -2.862 -1.579 -4.207  0.000
C -2.115 -2.710 -4.569  0.001
C -1.280 -3.342 -3.643  0.000
C -1.147 -2.816 -2.345  0.002
O -1.464 -0.951 -0.882  0.029
H -2.108 -0.198 -0.720  0.005
H -3.393 -0.230 -2.564  0.000
H -3.511 -1.089 -4.936  0.000
H -2.196 -3.105 -5.584  0.000
H -0.731 -4.246 -3.921  0.000
H -0.499 -3.258 -1.581  0.001
C -1.745 2.289 3.073  -0.003
C -2.050 0.840 3.002  0.005
N -1.689 -0.049 2.054  0.019
C -2.240 -1.291 2.447  0.001
C -2.932 -1.112 3.600  -0.001
N -2.802 0.234 3.929  0.000
H -2.543 2.873 2.582  0.000
H -1.677 2.597 4.131  0.000
H -0.783 2.513 2.581  0.003
H -2.077 -2.184 1.867  -0.001
H -3.494 -1.807 4.200  0.000
H -3.199 0.705 4.740  0.000

The multiplicity is 8. The expectation value of S² is 16.041. The calculation puts the energy above the lowest of the compared OMol25 structures with the same formula, charge and spin at 0.0 kcal/mol. Its highest occupied orbital energy (spin up / spin down) is -17.14 / -17.14 eV. For the electronic energy, the calculation gives -76178.745 eV. As for the total charge: +3.